No. 1
Density functional theory data (ωB97M-V with the def2-TZVPD basis set) for a single C5H7NO molecule.

Computed properties:
structure (SMILES)	Cc1occc1N
relative energy (zero: lowest compared OMol25 entry of this formula, charge and spin)	70.3	kJ/mol
electronic energy	-8835.4746	eV

```
! RIJCOSX wB97M-V def2-TZVPD def2/J DEFGRID3
* xyz 0 1
C -1.675 -1.074 0.162
C -0.282 -0.553 0.125
C 0.249 0.657 -0.206
N -0.436 1.824 -0.604
C 1.675 0.504 -0.138
C 1.895 -0.779 0.241
O 0.728 -1.439 0.402
H -2.375 -0.272 -0.097
H -1.803 -1.877 -0.572
H -1.960 -1.470 1.144
H 0.094 2.660 -0.392
H -1.333 1.904 -0.141
H 2.424 1.252 -0.358
H 2.800 -1.337 0.434
*
```


No. 2
Density functional theory data (ωB97M-V with the def2-TZVPD basis set) for 2 unconnected molecules or ions with the total composition C5H14O in a non-equilibrium geometry.

Computed properties:
structure (SMILES)	CCC(C)C.O
relative energy (zero: lowest compared OMol25 entry of this formula, charge and spin)	200.0	kJ/mol
electronic energy	-7457.7125	eV

```
! RIJCOSX wB97M-V def2-TZVPD def2/J DEFGRID3
* xyz 0 1
C -1.234 -1.030 1.013
C -0.898 -0.219 -0.269
C -0.197 1.085 -0.194
C 0.632 1.331 -1.499
C 0.626 1.320 1.100
H -1.732 -0.619 1.820
H -1.926 -1.985 0.930
H -0.316 -1.432 1.485
H 0.062 -0.797 -0.751
H -1.726 -0.112 -1.028
H -0.942 2.032 0.013
H 1.345 2.205 -1.436
H 0.061 1.497 -2.463
H 1.252 0.379 -1.753
H 0.587 2.349 1.458
H 1.751 1.146 0.962
H 0.332 0.663 1.883
H 1.273 -1.982 -0.550
H 0.073 -2.970 -0.374
O 0.976 -2.860 -0.347
*
```


No. 3
Density functional theory data (ωB97M-V with the def2-TZVPD basis set) for a single C17H19N3O4S2 molecule in a non-equilibrium geometry.

Computed properties:
structure (SMILES)	CCCCN(Cc1ccco1)S(=O)(=O)c1ccc(-c2ccc(=O)[nH]n2)s1
relative energy (zero: lowest compared OMol25 entry of this formula, charge and spin)	242.8	kJ/mol
electronic energy	-52266.3408	eV

```
! RIJCOSX wB97M-V def2-TZVPD def2/J DEFGRID3
* xyz 0 1
C -2.495 -3.670 -0.911
C -2.602 -2.864 0.379
C -2.640 -1.354 0.143
H -2.816 -0.846 1.092
C -1.325 -0.825 -0.435
N -1.177 0.616 -0.424
S -0.746 1.272 1.044
O -1.422 0.675 2.157
O -0.759 2.696 0.910
C 0.947 0.742 1.125
C 1.522 -0.127 2.005
C 2.896 -0.298 1.774
C 3.355 0.448 0.715
C 4.709 0.507 0.216
N 5.603 -0.239 0.809
N 6.847 -0.201 0.374
C 7.361 0.554 -0.673
O 8.536 0.483 -0.961
C 6.347 1.376 -1.316
C 5.069 1.351 -0.885
H 4.301 1.954 -1.347
H 6.671 1.994 -2.139
H 7.495 -0.801 0.876
S 2.068 1.377 -0.003
H 3.540 -0.935 2.351
H 0.959 -0.607 2.785
C -2.047 1.425 -1.257
C -3.447 1.535 -0.748
C -3.941 2.053 0.413
C -5.343 1.854 0.368
C -5.596 1.234 -0.815
O -4.455 1.033 -1.499
H -6.506 0.899 -1.273
H -6.057 2.137 1.113
H -3.370 2.510 1.194
H -1.587 2.416 -1.285
H -2.058 0.996 -2.263
H -0.491 -1.211 0.160
H -1.195 -1.156 -1.469
H -3.462 -1.120 -0.534
H -3.519 -3.151 0.899
H -1.763 -3.107 1.034
H -2.575 -4.734 -0.698
H -1.542 -3.497 -1.405
H -3.294 -3.398 -1.596
*
```


Number 1: E_HOMO -7.79 eV. Number 2: E_HOMO -10.42 eV. Number 3: E_HOMO -8.61 eV.